Entry 1:
{
  "formula": "C17H31ClN4O",
  "method": "ωB97M-V/def2-TZVPD",
  "species": ["C", "C", "N", "N", "C", "C", "C", "N", "C", "H", "C", "N", "C", "C", "H", "H", "H", "H", "C", "H", "C", "H", "H", "C", "C", "H", "H", "H", "C", "H", "H", "H", "H", "H", "C", "H", "H", "C", "O", "H", "H", "H", "H", "H", "H", "H", "Cl", "C", "H", "H", "H", "H", "H", "H"],
  "xyz": [[2.613913, -2.323313, -1.637010], [3.192317, -1.295229, -0.735883], [4.127297, -1.574727, 0.155869], [4.421189, -0.436408, 0.783891], [3.670353, 0.578909, 0.301504], [2.857061, 0.076132, -0.694273], [1.838335, 0.794017, -1.511520], [0.506407, 0.255604, -1.276222], [0.065362, 0.480885, 0.088262], [-0.047024, 1.562669, 0.296522], [-1.277659, -0.226085, 0.326956], [-2.294122, 0.210979, -0.613365], [-1.824981, 0.124381, -1.980719], [-0.467661, 0.805659, -2.199795], [-0.569762, 1.899958, -2.067575], [-0.128169, 0.619327, -3.221988], [-1.734584, -0.931318, -2.248276], [-2.571369, 0.575474, -2.637166], [-2.945035, 1.473008, -0.297483], [-2.735917, 1.742115, 0.739518], [-4.459713, 1.343547, -0.487883], [-4.913310, 2.337313, -0.466710], [-4.642245, 0.912907, -1.474131], [-5.112555, 0.455245, 0.577556], [-6.462892, -0.060574, 0.085621], [-6.343007, -0.647896, -0.821939], [-6.926452, -0.691003, 0.840708], [-7.134006, 0.769921, -0.127943], [-5.297411, 1.211191, 1.891087], [-5.974239, 2.053560, 1.755480], [-5.715507, 0.552457, 2.648405], [-4.349038, 1.590300, 2.263267], [-4.455626, -0.398999, 0.757784], [-2.571306, 2.292809, -0.927915], [-1.090963, -1.749324, 0.267336], [-0.372247, -2.038133, 1.039218], [-0.671415, -2.032102, -0.696014], [-2.405806, -2.496650, 0.485693], [-2.960700, -2.277227, 1.761775], [-2.307841, -2.523301, 2.426711], [-2.247035, -3.573376, 0.321351], [-3.153240, -2.136409, -0.222963], [-1.635716, 0.022632, 1.331860], [0.820345, 0.080782, 0.768533], [2.064202, 0.655190, -2.574063], [1.888680, 1.875604, -1.287252], [3.821640, 2.164558, 0.918177], [5.412320, -0.385889, 1.818334], [6.224731, 0.287363, 1.538231], [5.798839, -1.394131, 1.945426], [4.971697, -0.038304, 2.754679], [2.845650, -3.314577, -1.259611], [1.537894, -2.184431, -1.701117], [3.032517, -2.221983, -2.637960]],
  "atomic_forces_ev_per_a": [[0.1, 0.0, 0.0], [0.1, 0.4, 0.2], [0.1, -0.8, -0.1], [-0.4, 0.5, -0.3], [-0.1, -0.3, -0.3], [0.2, 0.3, 0.2], [0.1, 0.0, 0.0], [0.0, 0.1, 0.0], [-0.2, -0.1, 0.2], [0.1, 0.0, 0.0], [0.4, -0.1, 0.2], [0.0, 0.0, 0.1], [0.2, 0.1, -0.2], [-0.3, -0.1, -0.1], [0.0, 0.0, 0.0], [0.0, 0.1, 0.0], [0.0, 0.0, -0.1], [0.0, -0.1, 0.0], [-0.4, 0.1, -0.2], [0.1, 0.0, 0.0], [0.2, -0.1, 0.3], [-0.1, 0.1, -0.1], [0.0, 0.0, -0.1], [-0.2, 0.2, -0.1], [0.3, 0.0, 0.1], [0.0, -0.1, -0.1], [-0.1, -0.1, 0.1], [-0.1, 0.1, 0.0], [0.1, -0.2, -0.2], [-0.1, 0.1, 0.0], [0.0, 0.0, 0.1], [0.1, 0.1, 0.1], [0.0, 0.0, 0.0], [0.1, 0.0, 0.1], [-0.6, 0.2, 0.1], [0.1, -0.1, 0.0], [0.1, -0.1, 0.0], [0.4, -0.2, -0.4], [-0.1, 0.2, 0.5], [-0.1, 0.0, 0.0], [-0.1, 0.1, -0.1], [0.1, -0.1, 0.0], [0.0, 0.0, -0.1], [0.0, 0.1, 0.0], [0.0, 0.1, 0.0], [0.0, -0.1, -0.1], [0.0, 0.1, 0.0], [0.3, 0.0, 0.3], [0.0, -0.1, 0.0], [0.0, 0.1, 0.0], [0.1, 0.0, 0.0], [0.0, -0.1, 0.0], [-0.1, -0.1, 0.0], [0.0, -0.1, -0.1]],
  "de_lowest_kj_mol": 5.6,
  "energy_ha": -1420.809010,
  "smiles": "Cc1nn(C)c(Cl)c1CN1CCN(CCC(C)C)[C@@H](CCO)C1",
  "gap_ha": 0.3203,
  "charge": 0,
  "largest_force_ha_per_bohr": 0.016
}


Entry 2:
{
  "formula": "C17H31ClNNaO8S2Si",
  "method": "ωB97M-V/def2-TZVPD",
  "species": ["Na", "C", "C", "C", "C", "O", "Si", "S", "O", "C", "C", "C", "C", "O", "C", "C", "C", "C", "H", "H", "H", "H", "H", "H", "H", "H", "H", "H", "H", "H", "H", "H", "H", "H", "H", "H", "H", "H", "H", "H", "H", "H", "H", "H", "H", "O", "N", "C", "C", "C", "C", "C", "S", "H", "H", "H", "H", "O", "Cl", "O", "O", "O"],
  "xyz": [[0.637652, -1.039310, -3.097911], [2.231387, 0.159211, 1.984700], [2.093106, -0.581933, 0.653283], [1.453013, -1.948977, 0.865994], [3.470406, -0.738797, 0.013816], [1.314162, 0.157701, -0.276205], [-0.088185, 1.031423, -0.066138], [-1.068177, 1.356290, -1.786923], [0.345930, 2.403230, 0.813849], [0.910811, 3.611304, 0.323099], [1.952011, 3.347246, -0.766237], [-0.207649, 4.509823, -0.212059], [1.587888, 4.275577, 1.523907], [-0.861781, 0.153220, 1.125496], [-2.003934, 0.456170, 1.903595], [-2.902368, 1.499111, 1.244915], [-2.769007, -0.858577, 2.062660], [-1.517986, 0.965118, 3.260469], [2.864568, -0.423599, 2.661021], [1.264221, 0.314946, 2.455164], [2.690609, 1.134356, 1.824815], [2.071031, -2.557229, 1.534777], [1.343590, -2.463734, -0.084583], [0.463373, -1.830369, 1.302945], [4.135624, -1.329031, 0.650483], [3.919922, 0.243727, -0.137553], [3.391153, -1.228976, -0.951956], [1.485995, 2.892372, -1.637073], [2.719209, 2.666132, -0.398770], [2.428242, 4.283694, -1.071108], [-0.751224, 3.980460, -0.991215], [0.195544, 5.441404, -0.620556], [-0.898212, 4.757628, 0.596628], [2.354075, 3.615791, 1.932537], [0.851806, 4.469766, 2.306122], [2.054929, 5.221450, 1.239789], [-3.192904, 1.176080, 0.248581], [-2.384479, 2.451302, 1.143069], [-3.796554, 1.652412, 1.857523], [-3.099287, -1.210863, 1.086988], [-3.640149, -0.741866, 2.711780], [-2.113279, -1.617463, 2.491081], [-0.898789, 1.849219, 3.113964], [-0.915064, 0.198391, 3.750815], [-2.355122, 1.220314, 3.916054], [-0.075138, -2.638806, -1.905345], [-1.240148, -3.157501, -1.687261], [-1.384124, -3.888383, -0.559453], [-2.574190, -4.469976, -0.196413], [-3.669498, -4.287538, -1.045523], [-3.505935, -3.559518, -2.191765], [-2.280314, -2.977042, -2.580596], [-2.063519, -2.105249, -4.010563], [-0.465773, -3.934154, 0.006939], [-2.629089, -5.034310, 0.724207], [-4.639773, -4.704941, -0.803088], [-4.335617, -3.392949, -2.865102], [3.932127, -1.602031, -5.590875], [2.838265, -1.771016, -4.687270], [2.306323, -3.096350, -4.792035], [1.794983, -0.791315, -5.006372], [3.225314, -1.513067, -3.311120]],
  "atomic_forces_ev_per_a": [[-0.5, 0.5, 0.3], [0.1, -0.1, 0.0], [0.1, 0.0, 0.1], [0.1, -0.1, 0.2], [0.0, 0.0, 0.1], [-0.1, 0.1, -0.2], [0.2, -0.2, 0.3], [0.0, 0.0, -0.4], [0.0, 0.2, 0.0], [0.0, 0.0, 0.0], [0.0, 0.1, 0.1], [0.1, 0.0, 0.1], [-0.1, 0.0, 0.0], [-0.1, 0.0, 0.0], [0.0, 0.0, 0.0], [-0.1, 0.0, 0.1], [0.1, 0.1, 0.0], [0.0, 0.0, 0.1], [0.0, 0.0, 0.0], [-0.1, 0.0, 0.0], [0.0, 0.1, 0.0], [0.0, 0.0, 0.0], [0.0, 0.0, -0.1], [-0.1, 0.0, 0.0], [0.0, 0.0, 0.1], [0.0, 0.1, 0.0], [0.0, 0.0, -0.1], [-0.1, -0.1, -0.1], [0.0, 0.0, 0.0], [0.0, 0.0, 0.0], [0.0, -0.1, -0.1], [0.0, 0.0, 0.0], [-0.1, 0.0, 0.0], [0.0, 0.0, 0.0], [0.0, 0.0, 0.0], [0.0, 0.0, 0.0], [0.0, 0.0, -0.1], [0.1, 0.1, 0.0], [0.0, 0.0, 0.0], [0.0, 0.0, -0.1], [0.0, 0.1, 0.0], [0.0, 0.0, 0.0], [0.0, 0.1, 0.0], [0.0, 0.0, 0.0], [0.0, 0.0, 0.0], [0.1, -0.3, 0.1], [0.0, 0.0, 0.1], [-0.1, 0.0, 0.0], [0.2, 0.0, 0.0], [0.0, -0.1, 0.2], [-0.2, 0.0, -0.2], [0.0, 0.1, 0.0], [0.0, 0.0, -0.1], [-0.1, -0.1, 0.1], [0.0, 0.0, 0.0], [0.0, 0.0, 0.0], [0.0, 0.0, 0.0], [0.6, 0.1, -0.1], [-0.7, 0.5, 0.1], [0.0, -0.2, -0.1], [0.4, -0.3, -0.3], [0.3, -0.1, -0.1]],
  "de_lowest_kj_mol": 0.8,
  "energy_ha": -3031.467096,
  "gap_ha": 0.2105,
  "charge": -2,
  "largest_force_ha_per_bohr": 0.018
}


Entry 3:
{
  "formula": "C17H31N3NiP2",
  "method": "ωB97M-V/def2-TZVPD",
  "species": ["P", "P", "C", "C", "H", "H", "H", "H", "C", "H", "H", "H", "C", "H", "H", "H", "C", "H", "H", "H", "C", "H", "H", "H", "Ni", "C", "C", "C", "C", "C", "C", "C", "C", "C", "H", "H", "H", "H", "H", "H", "H", "H", "H", "H", "H", "H", "H", "H", "H", "N", "C", "N", "C", "N"],
  "xyz": [[0.094829, -0.714384, 2.189100], [-2.605263, -0.358847, -1.195336], [-0.320805, 0.454611, 0.694642], [-1.452263, 0.688054, -0.323558], [0.560160, 1.104761, 0.296815], [-0.533547, 1.279572, 1.424462], [-2.081529, 1.477621, 0.123114], [-0.984569, 1.200757, -1.175656], [-2.121814, -1.173487, -2.686127], [-3.028758, -1.662324, -3.078408], [-1.345630, -1.934823, -2.525577], [-1.762809, -0.434485, -3.418961], [-3.943505, 0.795961, -1.427503], [-3.669397, 1.359597, -2.329566], [-3.976883, 1.476314, -0.566614], [-4.889129, 0.254210, -1.535485], [1.531953, -1.818162, 2.400468], [1.333248, -2.491548, 3.247287], [2.469217, -1.294001, 2.625620], [1.698295, -2.450217, 1.520951], [0.233377, 0.505973, 3.536236], [-0.364028, 1.398506, 3.319272], [1.268634, 0.815496, 3.719335], [-0.164305, 0.037287, 4.443939], [1.672462, 0.381583, -0.630355], [1.325548, 1.726920, -1.771876], [1.462370, 0.437679, -2.412910], [2.805109, -0.185714, -2.627850], [3.818365, -0.093908, -1.402826], [3.250958, -0.187519, -0.005094], [2.781864, 0.957948, 0.703879], [2.828743, 2.371992, 0.231902], [2.423349, 2.613952, -1.288014], [-1.293027, -1.738248, 2.545423], [0.392805, 2.243315, -1.932948], [0.583859, 0.018672, -2.907937], [3.255733, 0.273747, -3.513066], [2.683358, -1.247567, -2.882777], [4.509078, -0.943808, -1.506237], [4.370589, 0.849600, -1.470213], [3.271130, -1.169402, 0.489341], [2.660304, 0.858554, 1.775422], [3.834974, 2.771368, 0.383840], [2.161779, 2.997210, 0.845620], [2.068260, 3.651107, -1.344302], [3.307481, 2.536904, -1.919939], [-2.026900, -1.184310, 3.135131], [-0.849279, -2.540393, 3.143936], [-1.767235, -2.122306, 1.651157], [-2.963842, -1.579382, -0.052066], [-4.033297, -2.061755, 0.280952], [-5.261789, -2.039822, 0.500744], [-6.145101, -2.792432, 1.106058], [-7.073129, -3.320428, 1.596552]],
  "atomic_forces_ev_per_a": [[0.0, 1.7, -1.7], [-0.7, -1.5, 3.5], [-0.2, 1.0, 2.4], [0.3, 0.5, -0.4], [0.0, -0.8, 0.1], [-0.3, -0.6, -0.3], [-0.1, -0.6, -0.3], [0.4, 0.1, 0.2], [0.2, 0.1, -0.9], [0.3, 0.1, 0.1], [-0.2, 0.4, 0.2], [-0.1, -0.3, 0.1], [0.0, 0.3, -0.8], [-0.6, 0.2, 0.1], [-0.1, -0.4, -0.3], [0.2, 0.2, -0.1], [0.4, -0.2, -0.3], [-0.2, 0.3, -0.2], [-0.4, 0.1, -0.3], [-0.1, 0.2, 0.0], [0.1, -0.1, 0.3], [0.1, -0.3, 0.1], [-0.2, -0.1, -0.2], [0.2, 0.1, -0.1], [-4.8, -3.5, 2.8], [-0.5, 0.9, -2.0], [-0.5, 0.7, -1.1], [0.7, -0.5, -0.5], [0.9, -0.4, -0.6], [1.4, -0.7, 0.5], [1.2, 0.0, 1.3], [0.6, 1.1, -0.8], [0.7, 1.0, 0.6], [-0.1, -0.5, 0.7], [-0.4, 0.2, -0.1], [0.3, 0.1, -0.3], [0.6, 0.0, -0.1], [-0.1, 0.2, 0.1], [0.2, 0.4, -0.3], [0.2, -0.3, -0.2], [0.4, 0.5, -0.1], [-0.1, -0.1, 0.3], [0.3, 0.5, 0.0], [0.1, -0.3, 0.0], [0.3, 0.0, -0.1], [0.1, 0.1, 0.0], [0.0, -0.1, -0.1], [-0.6, -0.1, 0.1], [0.0, -0.1, -0.2], [3.0, 2.3, -2.8], [-1.7, -3.4, 2.7], [-1.3, 1.5, -0.9], [-1.4, -0.9, 0.7], [1.6, 0.7, -0.7]],
  "de_lowest_kj_mol": 724.5,
  "energy_ha": -3021.209781,
  "gap_ha": [0.1632, 0.2246],
  "charge": 0,
  "multiplicity": 3,
  "largest_force_ha_per_bohr": 0.127,
  "s2": 2.018
}


Entry 4:
{
  "formula": "C17H31N4O4PRhS3",
  "method": "ωB97M-V/def2-TZVPD",
  "species": ["Rh", "O", "N", "N", "O", "C", "C", "C", "C", "C", "C", "H", "H", "H", "H", "H", "C", "C", "N", "C", "S", "N", "C", "C", "H", "H", "H", "H", "H", "H", "H", "H", "H", "H", "H", "H", "C", "C", "C", "O", "P", "S", "S", "O", "C", "C", "C", "H", "H", "H", "H", "H", "H", "H", "H", "H", "H", "H", "H", "H", "H"],
  "xyz": [[0.440986, -0.386160, 1.258812], [-1.383724, -1.101951, 1.876260], [-1.410472, -2.384604, 1.940927], [-0.461627, -2.982776, 1.355828], [0.432719, -2.320299, 0.609065], [-0.316539, -4.404585, 1.547661], [0.645998, -5.062044, 0.803476], [0.802328, -6.429775, 0.976935], [0.005608, -7.116063, 1.877663], [-0.953578, -6.432820, 2.616006], [-1.122607, -5.068296, 2.461051], [1.262977, -4.514070, 0.108504], [1.553325, -6.955471, 0.403133], [0.132233, -8.181673, 2.010599], [-1.573904, -6.963748, 3.324798], [-1.861038, -4.532592, 3.037728], [2.381444, 1.527403, -3.823506], [3.521536, 0.778116, -3.151742], [3.318627, 0.646428, -1.706632], [2.684715, -0.267982, -0.988857], [2.671941, 0.019037, 0.743529], [2.100029, -1.362340, -1.450150], [1.924307, -1.874329, -2.811350], [3.062774, -2.785274, -3.241829], [2.576957, 1.626168, -4.891027], [2.276955, 2.527498, -3.402264], [1.429311, 1.012218, -3.690196], [4.457106, 1.322429, -3.274694], [3.680961, -0.203600, -3.587886], [3.610970, 1.435275, -1.149217], [1.726255, -1.951523, -0.716719], [1.781091, -1.045511, -3.498903], [0.983674, -2.425094, -2.798854], [4.020962, -2.264707, -3.232019], [2.884103, -3.157071, -4.250546], [3.143818, -3.642963, -2.574010], [-3.432153, 2.203553, 2.929129], [-3.157413, 1.793849, 1.502099], [-4.364904, 1.865030, 0.599200], [-2.168196, 2.740333, 0.940481], [-0.662433, 2.373348, 0.721217], [-0.383843, 0.784243, -0.497760], [0.300879, 1.678354, 2.337119], [-0.055813, 3.654038, 0.075869], [-0.387241, 5.075237, 0.327968], [-1.621470, 5.466147, -0.450893], [-0.469850, 5.348749, 1.813516], [-4.158145, 1.518008, 3.367150], [-3.848035, 3.211636, 2.963979], [-2.524772, 2.167995, 3.530492], [-2.713617, 0.798336, 1.465730], [-4.783146, 2.872330, 0.597027], [-5.128705, 1.176574, 0.961282], [-4.106227, 1.586416, -0.421826], [0.486659, 5.572166, -0.090002], [-2.514426, 5.000013, -0.039368], [-1.520947, 5.186881, -1.499123], [-1.741282, 6.548920, -0.398884], [-1.343752, 4.870019, 2.257422], [-0.561002, 6.423572, 1.971117], [0.429641, 5.006994, 2.325505]],
  "atomic_forces_ev_per_a": [[0.1, -0.1, 0.0], [0.1, -0.1, 0.2], [0.1, 0.0, -0.2], [-0.5, 0.3, 0.2], [0.2, -0.3, 0.4], [0.1, 0.0, -0.3], [0.0, -0.1, 0.0], [0.0, 0.0, 0.0], [0.0, 0.0, 0.0], [0.0, 0.0, 0.0], [0.0, 0.0, 0.0], [0.0, 0.0, 0.0], [0.0, 0.0, 0.0], [0.0, 0.0, 0.0], [0.0, 0.0, 0.0], [0.0, 0.0, 0.0], [0.0, 0.0, 0.0], [0.0, 0.0, 0.0], [0.1, 0.1, 0.0], [0.0, -0.2, 0.0], [-0.2, 0.3, -0.1], [0.1, 0.1, 0.0], [0.0, 0.0, 0.0], [0.0, 0.0, 0.0], [0.0, 0.0, 0.0], [0.0, 0.0, 0.0], [0.0, 0.0, 0.0], [0.0, 0.0, 0.0], [0.0, 0.0, 0.0], [0.0, 0.0, 0.0], [0.0, 0.0, -0.1], [0.0, 0.0, 0.0], [0.0, 0.0, 0.0], [0.0, 0.0, 0.0], [0.0, 0.0, 0.0], [0.0, 0.0, 0.0], [0.0, 0.0, 0.0], [0.0, 0.0, 0.0], [0.0, 0.0, 0.0], [0.0, 0.1, 0.0], [0.1, 0.2, 0.1], [0.0, -0.2, -0.1], [-0.1, 0.0, 0.0], [-0.1, 0.0, -0.1], [0.1, 0.0, 0.0], [0.0, 0.0, 0.0], [0.0, 0.0, 0.0], [0.0, 0.0, 0.0], [0.0, 0.0, 0.0], [0.0, 0.0, 0.0], [0.0, 0.0, 0.0], [0.0, 0.0, 0.0], [0.0, 0.0, 0.0], [0.0, 0.0, 0.0], [0.0, 0.0, 0.0], [0.0, 0.0, 0.0], [0.0, 0.0, 0.0], [0.0, 0.0, 0.0], [0.0, 0.0, 0.0], [0.0, 0.0, 0.0], [0.0, 0.0, 0.0]],
  "de_lowest_kj_mol": 18.8,
  "energy_ha": -2832.669353,
  "gap_ha": 0.2712,
  "charge": 1,
  "largest_force_ha_per_bohr": 0.013
}


Molecular weight (computed, g mol⁻¹): 342.91, 528.10, 398.10, 585.54